ORCA calculation (ωB97M-V/def2-TZVPD) on a molecular structure, C36H49As2Ge2OSZr.

Each line ends with the Mulliken charge.
Positions of all 92 atoms, in Å:
Zr  1.009  -0.249  -0.225  -1.16
C  3.446  -3.511  2.360  -1.17
C  3.156  -2.058  2.742  -0.42
Ge  1.321  -1.508  2.384  0.66
C  1.285  0.498  2.322  -0.64
C  -0.081  1.100  2.662  -1.12
C  -0.111  -2.262  3.418  -0.08
C  -0.991  -2.894  2.602  -0.27
Ge  -0.284  -2.741  0.777  -0.18
C  0.506  -4.213  -0.246  0.09
C  -0.403  -5.428  -0.449  -1.52
C  -1.421  -1.515  -0.371  0.74
C  -2.732  -1.202  0.386  -1.80
C  -2.207  -3.633  2.942  0.85
C  -2.695  -3.648  4.253  -0.80
C  -3.839  -4.361  4.563  -0.82
C  -4.514  -5.067  3.576  -0.50
C  -4.047  -5.057  2.268  -1.18
C  -2.904  -4.340  1.961  0.18
H  4.446  -3.803  2.679  0.43
H  3.383  -3.664  1.279  0.13
H  2.743  -4.197  2.835  0.41
H  3.835  -1.367  2.242  0.12
H  3.298  -1.910  3.816  0.62
H  1.771  1.041  1.473  0.67
H  2.011  0.713  3.114  0.62
H  -0.863  0.807  1.955  0.08
H  -0.037  2.188  2.673  0.42
H  -0.396  0.753  3.646  0.42
H  -0.195  -2.242  4.501  0.54
H  1.413  -4.492  0.293  0.25
H  0.817  -3.787  -1.206  0.15
H  -0.706  -5.865  0.502  0.41
H  0.132  -6.194  -1.010  0.43
H  -1.304  -5.177  -1.010  0.40
H  -1.619  -2.014  -1.320  0.57
H  -1.106  -0.481  -0.686  -0.12
H  -3.321  -2.105  0.533  0.47
H  -3.335  -0.495  -0.184  0.50
H  -2.544  -0.778  1.373  0.32
H  -2.180  -3.100  5.031  0.38
H  -4.207  -4.367  5.580  0.43
H  -5.408  -5.622  3.826  0.43
H  -4.571  -5.607  1.498  0.43
H  -2.533  -4.337  0.939  0.57
C  1.479  -1.743  -4.497  -1.11
As  0.875  -0.649  -3.022  0.93
C  -0.611  0.284  -3.830  -1.40
C  2.164  0.756  -2.665  0.93
C  2.015  2.018  -3.242  -0.59
C  2.777  3.088  -2.816  -0.72
C  3.662  2.934  -1.753  -1.03
C  3.830  1.694  -1.172  -0.74
C  3.120  0.569  -1.641  -0.79
As  3.572  -1.174  -0.827  1.55
C  5.266  -0.843  0.042  -1.65
C  4.081  -2.426  -2.215  -1.24
H  1.801  -1.084  -5.302  0.42
H  0.620  -2.325  -4.829  0.45
H  2.285  -2.413  -4.223  0.34
H  -0.333  0.656  -4.816  0.51
H  -0.920  1.103  -3.185  0.33
H  -1.436  -0.419  -3.947  0.46
H  1.294  2.165  -4.035  0.44
H  2.679  4.048  -3.307  0.56
H  4.243  3.775  -1.397  0.48
H  4.562  1.590  -0.383  0.43
H  5.180  -0.127  0.855  0.54
H  5.985  -0.493  -0.697  0.50
H  5.597  -1.798  0.449  0.51
H  4.471  -1.904  -3.087  0.41
H  3.244  -3.066  -2.479  0.28
H  4.869  -3.042  -1.783  0.56
C  -4.987  9.412  -0.056  -1.14
C  -4.286  8.096  0.019  0.81
O  -4.340  7.295  0.895  -0.47
S  -3.186  7.859  -1.461  -0.25
C  -2.444  6.303  -1.187  0.53
C  -1.118  6.160  -1.641  -0.90
C  -0.460  4.966  -1.504  -0.59
C  -1.114  3.872  -0.893  0.35
C  -2.448  4.016  -0.450  -0.53
C  -3.107  5.210  -0.606  -0.68
C  -0.454  2.664  -0.708  0.79
C  0.120  1.579  -0.509  -0.06
H  -5.790  9.437  0.675  0.32
H  -5.374  9.594  -1.058  0.37
H  -4.272  10.205  0.176  0.34
H  -0.614  7.010  -2.081  0.45
H  0.566  4.865  -1.830  0.43
H  -2.955  3.176  0.006  0.48
H  -4.129  5.300  -0.282  0.47

## Properties
Electronic energy, a.u.: -10545.97436
HOMO energy, eV: -14.9
Energy relative to the best compared isomer or geometry (same formula, charge and spin), eV: 0.556
2S+1: 1
Gap between HOMO and LUMO, Ha: 0.1796
Total charge: +3